No. 1
A 11-piece molecular cluster, C5H30NO11 overall at a distorted geometry. Source: OMol25; level of theory: ωB97M-V with the def2-TZVPD basis set.

Geometry (Å):
C1 0.12 -0.84 -0.45
O1 0.34 0.62 -0.40
C2 1.54 -1.32 -1.03
C3 1.60 -2.95 -0.83
C4 0.27 -3.36 -0.97
C5 -0.38 -3.79 -2.09
N1 1.79 -1.11 -2.41
H1 -0.62 -0.96 -1.11
H2 -0.18 -1.33 0.53
H3 2.23 -1.08 -0.35
H4 2.34 -3.49 -1.41
H5 1.97 -3.17 0.15
H6 -0.26 -3.60 0.00
H7 -0.02 -3.68 -3.01
H8 -1.45 -3.91 -2.22
H9 1.06 -1.30 -3.14
H10 2.11 -0.18 -2.66
H11 0.31 3.38 1.11
H12 -1.15 2.76 1.62
O2 -0.66 3.41 1.02
H13 -1.45 0.79 -1.47
H14 -2.09 1.96 -1.85
O3 -1.94 1.12 -2.26
H15 1.43 -0.85 2.40
H16 0.81 -1.90 1.67
O4 1.29 -1.77 2.55
H17 1.10 1.33 3.60
H18 1.18 0.11 4.52
O5 1.09 1.02 4.55
H19 -0.76 -0.15 -3.27
H20 -2.07 -0.96 -3.39
O6 -1.21 -0.83 -3.79
H21 -1.03 3.94 -0.63
H22 -0.46 3.73 -1.98
O7 -1.19 4.13 -1.54
H23 1.38 1.63 -2.04
H24 0.74 1.56 -3.48
O8 1.28 2.02 -2.92
H25 0.77 0.82 0.50
H26 2.17 0.90 1.96
O9 1.28 0.88 1.99
H27 -2.36 -1.39 3.98
H28 -3.14 -0.72 2.80
O10 -2.99 -1.53 3.29
H29 -0.76 1.38 4.35
H30 -0.92 1.01 2.88
O11 -1.34 1.52 3.64

Summary:
E_HOMO = -6.22 eV
LUMO energy = 0.1053 Ha
Net charge = -1

---

No. 2
One molecule with the formula C2H5N3OS at a distorted geometry. Source: OMol25; level of theory: ωB97M-V with the def2-TZVPD basis set.

Geometry (Å):
C1 1.49 -0.23 0.02
N1 0.05 -0.19 0.14
N2 -0.50 -0.47 1.25
S1 0.14 -0.78 2.76
C2 -2.09 -0.33 1.23
N3 -2.45 -0.18 -0.06
O1 -2.67 -0.53 2.31
H1 2.06 -0.04 1.00
H2 1.78 0.54 -0.79
H3 1.91 -1.30 -0.27
H4 -1.76 -0.06 -0.77
H5 -3.30 0.37 -0.15

Summary:
Structure (SMILES) = C/N=[N+](\[S-])C(N)=O
E_HOMO (alpha / beta) = -8.69 / -8.69 eV
LUMO energy (alpha / beta) = -0.0274 / -0.0272 Ha
Net charge = 0

---

No. 3
A 2-piece molecular cluster, C2H4N4 overall at a distorted geometry. Source: OMol25; level of theory: ωB97M-V with the def2-TZVPD basis set.

Geometry (Å):
C1 -0.28 -0.96 -0.68
C2 -0.10 0.37 -0.24
N1 -0.19 0.60 2.88
N2 1.95 1.51 -0.70
N3 -0.07 0.48 1.82
N4 1.02 0.99 -0.41
H1 0.64 -1.62 -1.07
H2 -0.94 -1.47 0.00
H3 -0.94 -0.88 -1.48
H4 -1.10 0.99 -0.13

Summary:
E_HOMO = -24.67 eV
LUMO energy = -0.5442 Ha
Net charge = +2

---

No. 4
A 14-piece molecular cluster, C32H98N22O14 overall at a distorted geometry. Source: OMol25; level of theory: ωB97M-V with the def2-TZVPD basis set.

Geometry (Å):
C1 -1.61 0.48 -1.28
C2 -0.38 -0.20 -1.90
C3 0.30 -1.29 -1.08
O1 1.28 -0.85 -0.14
C4 0.83 -0.12 0.95
N1 -0.98 -0.90 -3.03
H1 -1.36 1.03 -0.38
H2 -2.50 -0.07 -1.00
H3 -2.05 1.24 -1.93
H4 0.41 0.49 -2.19
H5 0.86 -1.93 -1.76
H6 -0.46 -1.92 -0.61
H7 1.48 -0.30 1.81
H8 -0.14 -0.49 1.29
H9 0.67 0.93 0.71
H10 -0.29 -1.08 -3.75
H11 -1.40 -0.25 -3.67
C5 0.96 -4.40 0.73
C6 1.68 -5.76 0.75
C7 1.76 -6.46 2.10
O2 2.43 -5.70 3.14
C8 3.79 -5.42 2.65
N2 0.96 -6.53 -0.25
H12 -0.01 -4.40 1.21
H13 0.74 -4.03 -0.27
H14 1.45 -3.65 1.35
H15 2.70 -5.64 0.38
H16 2.16 -7.48 2.11
H17 0.77 -6.61 2.51
H18 3.79 -4.63 1.90
H19 4.18 -6.35 2.24
H20 4.56 -5.00 3.30
H21 -0.02 -6.28 -0.24
H22 1.20 -6.14 -1.15
C9 -0.17 1.30 3.91
C10 -0.63 2.06 5.12
C11 0.34 3.21 5.42
O3 0.02 3.79 6.68
C12 0.36 5.15 6.82
N3 -1.98 2.49 4.76
H23 -0.18 1.91 3.01
H24 -0.72 0.36 3.97
H25 0.89 1.04 3.99
H26 -0.72 1.37 5.97
H27 0.16 4.02 4.71
H28 1.40 3.07 5.19
H29 0.13 5.72 5.92
H30 1.44 5.20 6.89
H31 -0.07 5.69 7.67
H32 -2.56 2.46 5.58
H33 -2.34 1.68 4.27
C13 -3.18 -0.29 6.85
C14 -2.99 -1.77 6.39
C15 -2.23 -1.90 5.10
O4 -2.85 -1.20 4.05
C16 -2.20 -1.41 2.86
N4 -2.47 -2.50 7.58
H34 -2.32 0.35 6.61
H35 -3.47 -0.18 7.89
H36 -4.02 0.25 6.42
H37 -4.00 -2.13 6.20
H38 -2.19 -2.98 4.97
H39 -1.16 -1.68 5.18
H40 -2.49 -2.30 2.30
H41 -1.12 -1.42 3.02
H42 -2.34 -0.58 2.16
H43 -1.70 -2.01 8.01
H44 -3.14 -2.31 8.31
C17 -4.71 -2.27 -2.82
C18 -5.34 -0.88 -2.71
C19 -6.25 -0.50 -3.90
O5 -6.75 0.82 -3.63
C20 -7.75 1.35 -4.54
N5 -5.87 -0.62 -1.44
H45 -5.59 -2.91 -2.79
H46 -3.92 -2.50 -2.10
H47 -4.50 -2.54 -3.85
H48 -4.58 -0.12 -2.89
H49 -7.14 -1.12 -3.90
H50 -5.67 -0.56 -4.82
H51 -7.47 1.29 -5.59
H52 -7.55 2.39 -4.28
H53 -8.76 1.08 -4.24
H54 -5.11 -0.49 -0.79
H55 -6.34 0.27 -1.46
C21 8.27 1.95 0.18
C22 7.39 0.94 0.95
C23 6.08 0.71 0.19
O6 5.29 1.91 0.19
C24 3.98 1.85 -0.40
N6 8.09 -0.35 1.08
H56 8.03 2.02 -0.88
H57 9.33 2.00 0.43
H58 7.94 2.92 0.54
H59 7.07 1.25 1.95
H60 5.48 -0.04 0.70
H61 6.37 0.47 -0.83
H62 3.35 1.17 0.18
H63 4.02 1.68 -1.47
H64 3.64 2.89 -0.35
H65 8.32 -0.73 0.18
H66 9.01 -0.10 1.43
C25 -0.89 -4.77 -3.05
O7 -0.94 -6.00 -2.77
N7 -0.28 -4.35 -4.12
N8 -1.30 -3.84 -2.27
H67 0.05 -4.99 -4.83
H68 -0.19 -3.40 -4.47
H69 -1.49 -4.24 -1.36
H70 -1.18 -2.86 -2.50
C26 4.65 -2.62 -0.35
O8 4.56 -3.02 -1.51
N9 3.79 -1.88 0.36
N10 5.79 -2.77 0.31
H71 4.12 -1.84 1.31
H72 2.85 -1.69 0.04
H73 5.88 -2.25 1.16
H74 6.62 -3.24 -0.02
C27 -1.39 4.55 -0.90
O9 -1.52 4.14 -2.04
N11 -0.28 4.45 -0.23
N12 -2.44 5.05 -0.26
H75 0.48 4.21 -0.85
H76 -0.13 4.54 0.76
H77 -2.36 5.38 0.69
H78 -3.39 5.05 -0.60
C28 1.22 -0.94 -5.98
O10 0.50 -1.62 -5.20
N13 2.50 -1.19 -6.20
N14 0.78 0.10 -6.60
H79 2.92 -2.01 -5.80
H80 3.10 -0.66 -6.81
H81 -0.18 0.25 -6.33
H82 1.31 0.45 -7.39
C29 1.40 3.06 -3.27
O11 1.60 3.67 -2.28
N15 2.30 2.57 -4.02
N16 0.25 2.99 -3.79
H83 3.26 2.39 -3.75
H84 2.05 2.25 -4.94
H85 -0.53 3.45 -3.33
H86 0.13 2.49 -4.66
C30 -2.18 2.25 -5.85
O12 -1.66 1.17 -5.50
N17 -1.59 3.07 -6.77
N18 -3.12 2.76 -5.18
H87 -0.82 2.71 -7.31
H88 -1.86 4.05 -6.76
H89 -3.60 2.16 -4.52
H90 -3.56 3.64 -5.43
C31 3.76 1.85 4.46
O13 3.95 2.87 5.08
N19 3.39 0.73 5.06
N20 3.94 1.71 3.18
H91 3.38 -0.13 4.53
H92 3.54 0.66 6.05
H93 3.93 0.79 2.75
H94 4.29 2.48 2.64
C32 -5.34 3.68 -1.62
O14 -5.25 4.65 -0.86
N21 -6.45 3.15 -2.07
N22 -4.27 3.00 -1.86
H95 -6.68 2.31 -2.58
H96 -7.25 3.74 -1.90
H97 -4.35 2.28 -2.57
H98 -3.44 3.54 -1.68

Summary:
E_HOMO = -8.50 eV
LUMO energy = -0.0096 Ha
Net charge = 0

---

No. 5
C4H2CuO2 as an isolated structure at a distorted geometry. Source: OMol25; level of theory: ωB97M-V with the def2-TZVPD basis set.

Geometry (Å):
O1 2.53 0.56 1.44
C1 1.44 0.67 1.10
C2 0.15 1.23 0.08
C3 -0.26 0.78 1.30
H1 -0.87 -0.11 1.50
H2 -0.94 1.88 0.68
O2 -0.80 -2.09 -2.02
C4 -1.17 -3.15 -1.91
Cu1 -0.08 0.23 -2.17

Summary:
E_HOMO (alpha / beta) = -12.48 / -12.48 eV
LUMO energy (alpha / beta) = -0.2124 / -0.2125 Ha
Net charge = +1

---

No. 6
C9H11N5O as an isolated structure at a distorted geometry. Source: OMol25; level of theory: ωB97M-V with the def2-TZVPD basis set.

Geometry (Å):
C1 -3.68 -2.02 0.09
C2 -2.58 -0.93 0.00
N1 -1.28 -1.07 -0.02
N2 -0.78 0.02 -0.02
C3 -1.73 0.90 -0.15
C4 -3.04 0.38 0.05
H1 -4.03 0.82 0.17
C5 -1.39 2.52 -0.12
H2 -0.82 2.76 0.78
H3 -0.73 2.69 -0.88
H4 -2.33 3.32 0.02
C6 0.43 0.21 -0.10
N3 1.18 1.06 -0.11
N4 2.52 1.33 0.04
C7 3.17 0.13 -0.13
C8 2.48 -1.22 0.13
O1 3.16 -2.41 0.05
N5 1.13 -1.15 0.08
H5 0.69 -1.82 -0.06
C9 4.63 0.26 0.12
H6 5.00 -0.31 0.79
H7 4.93 -0.20 -0.72
H8 4.98 1.36 0.06
H9 -4.43 -1.90 -0.71
H10 -4.37 -1.78 0.64
H11 -3.14 -2.96 0.00

Summary:
E_HOMO = -9.26 eV
LUMO energy = -0.0233 Ha
Net charge = 0

---

Taking the records one at a time from the top gives energy relative to the best compared isomer or geometry (same formula, charge and spin) values of 3.739, 3.013, 2.112, 5.851, 3.671, 8.013 eV.